Record 1
Density functional theory data (wB97M-V/def2-TZVPD) for a single C26H32N2O4 molecule at a distorted geometry.

Geometry as XYZ:
```
64
Properties=species:S:1:pos:R:3:forces:R:3
O 0.26126 2.31930 -5.17537 -0.11 0.41 0.28
O -4.07303 -0.42235 0.27936 -0.24 -0.01 -0.01
O 0.72079 0.29871 -4.16663 -0.01 0.00 0.55
O 0.90929 2.81587 3.12889 -0.06 0.33 0.07
N -0.82326 0.94246 0.81179 -0.05 0.24 -0.08
N -1.96744 -1.30275 0.04936 0.53 -0.19 -0.09
C 2.41844 2.94172 0.52644 0.16 -0.39 -0.06
C 0.15144 2.45492 -3.81704 0.07 -0.34 0.35
C 1.44528 1.67430 2.48831 0.43 -1.01 -0.19
C 0.39658 1.08001 -1.84438 0.05 -0.03 -0.31
C 0.50985 0.51122 2.83150 -0.14 0.50 -0.05
C -1.21516 -4.87506 -0.27481 -0.18 0.09 0.02
C -2.15752 -2.68286 -0.04955 -0.29 -0.38 -0.03
C -3.42531 -3.25195 -0.02416 -0.10 0.19 0.02
C -0.87385 0.78466 2.25955 0.16 -0.20 0.30
C -2.47829 -5.45487 -0.24982 -0.09 -0.01 0.01
C 2.87417 1.39491 2.98410 -0.21 0.32 0.04
C -2.62641 -6.94245 -0.36121 0.05 0.02 -0.01
C -1.02944 -3.50700 -0.17764 -0.01 0.03 0.01
C -0.21249 3.41121 -1.69106 0.02 -0.17 0.23
C -2.86816 -0.30704 0.21947 0.18 0.41 0.04
C -3.57927 -4.62211 -0.12339 0.24 -0.12 -0.02
C 0.35705 -2.92897 -0.21899 -0.14 -0.07 -0.01
C 0.60262 0.96916 -5.40330 0.16 -0.54 -1.17
C -2.17556 1.05654 0.28730 -0.15 0.01 0.00
C 0.42955 1.23047 -3.20594 -0.10 0.47 -0.13
C 3.83076 2.64774 1.02653 -0.10 0.28 0.15
C 3.85266 2.48225 2.54350 0.04 -0.30 -0.16
C 0.03025 2.06938 0.42774 0.31 -0.08 -0.12
C -0.17143 3.56388 -3.07595 0.09 -0.18 -0.44
C 0.06432 2.20126 -1.07487 -0.13 0.27 -0.03
C 1.45871 1.83009 0.95371 -0.28 0.54 0.23
H -2.07356 -7.44165 0.43382 0.00 -0.10 0.03
H -2.22935 -7.29373 -1.31326 -0.01 -0.10 -0.04
H -1.27803 1.68891 2.74044 -0.09 -0.08 -0.07
H 0.48565 -2.29767 -1.09931 0.09 0.11 -0.04
H -2.13636 1.44078 -0.73603 -0.07 -0.03 0.09
H 3.59935 3.43281 3.02142 0.06 0.08 0.06
H 3.20194 0.43221 2.58853 0.01 -0.09 -0.03
H -0.18109 0.48747 -6.01009 0.13 0.13 0.21
H 0.91462 -0.41360 2.41918 0.04 -0.05 -0.02
H 4.18936 1.72767 0.55970 0.06 -0.04 -0.06
H -2.80750 1.73818 0.87665 0.02 -0.12 -0.05
H -0.34884 -5.51506 -0.37414 0.13 -0.05 -0.01
H 1.09327 -3.72736 -0.26928 0.06 0.01 0.00
H 1.81764 0.88564 0.53435 0.00 -0.07 -0.03
H -1.00845 -0.97270 0.06844 -0.15 0.07 0.05
H 1.50927 3.55409 2.97920 -0.06 0.04 0.05
H 2.07422 3.90276 0.91846 -0.05 0.12 -0.03
H 0.43800 0.41306 3.91453 0.05 -0.04 0.08
H -0.34691 3.00892 0.86926 0.04 -0.07 -0.09
H 4.50315 3.45568 0.73130 0.06 -0.06 -0.06
H -0.46967 4.26578 -1.08379 -0.04 0.08 0.11
H 1.56150 0.91758 -5.94319 -0.19 0.05 0.19
H -4.28526 -2.61107 0.07429 -0.03 0.04 0.00
H 2.85759 1.32640 4.07378 -0.05 -0.09 0.02
H 2.42229 3.01995 -0.56224 -0.04 0.10 0.04
H -4.57320 -5.04454 -0.10170 -0.10 -0.05 0.00
H 0.61153 0.13195 -1.38322 0.04 -0.20 0.09
H -1.54145 -0.05084 2.48505 -0.01 0.06 0.03
H 4.85887 2.21658 2.87336 0.00 0.10 0.08
H -3.67124 -7.23411 -0.29358 -0.05 -0.08 0.00
H 0.56362 -2.33425 0.67194 0.10 0.11 0.04
H -0.38733 4.50752 -3.54732 -0.04 0.14 -0.07
```
Forces are in eV/Å.

Results
Highest occupied orbital energy in Ha: -0.293
LUMO energy in eV: 0.59
SMILES: Cc1ccc(NC(=O)CN2CC[C@@]3(O)CCCC[C@@H]3[C@H]2c2ccc3c(c2)OCO3)c(C)c1
Frontier orbital gap in eV: 8.56
Molecular weight in u: 436.55
Maximum force in hartree/bohr: 0.0253

---

Record 2
Density functional theory data (wB97M-V/def2-TZVPD) for a single C26H32N2O5 molecule at a distorted geometry.

Geometry as XYZ:
```
65
Properties=species:S:1:pos:R:3:forces:R:3
O 2.80858 1.82073 -1.70245 -0.32 -0.09 -0.12
O 6.49225 -3.56449 0.16080 0.34 -0.29 -0.03
O 0.18697 -0.60616 0.83531 0.07 -0.23 0.05
O -4.45660 -0.76571 0.52594 0.01 -0.24 0.15
O 2.37073 -0.69826 1.05257 -0.36 0.20 -0.10
N 4.76428 1.32777 -0.71378 0.32 0.06 -0.21
N 4.37000 -2.96885 0.59949 -0.53 -0.20 0.21
C 0.32465 2.14356 0.32326 0.64 -0.32 0.25
C -5.70782 -0.20957 0.10984 -0.87 0.51 -0.08
C 5.56980 -0.29463 0.92157 0.16 0.18 -0.09
C 3.46955 1.71260 -0.68421 0.16 0.38 0.26
C -5.77814 -1.73744 -1.90646 -0.23 0.10 -0.09
C -4.69489 2.10233 0.07159 -0.16 -0.03 0.01
C 0.42237 3.58321 -0.07285 0.00 -0.03 0.00
C -2.19096 2.08931 0.18882 0.25 -0.30 0.05
C -3.35742 0.00647 0.45991 0.75 0.33 -0.02
C -5.82532 1.23446 0.61484 0.24 -0.13 -0.11
C -2.13982 -0.63115 0.66252 0.09 -0.01 0.01
C -6.74181 -2.51782 0.25364 -0.25 0.11 -0.07
C 5.88838 -1.26515 -0.22209 -0.12 -0.18 0.06
C -5.81765 -0.29037 -1.42123 0.35 -0.25 0.20
C -3.37873 1.39479 0.23648 -0.33 -0.06 -0.01
C 2.83135 2.01825 0.67662 -0.15 -0.28 -0.25
C 5.63931 1.14997 0.42312 -0.05 -0.21 0.49
C -6.79489 -1.07885 0.75696 0.47 -0.14 -0.04
C 5.06761 -0.93995 -1.47716 0.20 0.22 -0.05
C 1.39323 0.00590 0.86527 0.34 -0.13 0.09
C 5.62998 -2.71175 0.20209 0.27 0.47 -0.17
C 1.44416 1.43886 0.64837 -0.35 0.40 -0.02
C -0.95564 0.08743 0.62370 -0.74 0.57 -0.18
C -0.94725 1.46950 0.36414 -0.20 -0.46 0.04
C 5.20278 0.53758 -1.84994 -0.23 -0.21 -0.41
C -6.89013 -2.55665 -1.26260 0.28 -0.13 0.08
H -2.23919 3.15516 0.02923 0.01 0.12 -0.03
H -0.47176 3.91632 -0.58762 -0.03 0.08 -0.02
H 3.65945 -2.25865 0.69183 -0.01 0.00 0.00
H -7.76828 -0.64202 0.52624 -0.03 0.08 0.00
H 4.56511 -0.48345 1.29673 0.07 0.08 0.07
H 6.23948 0.79252 -2.08566 -0.02 0.01 -0.01
H -4.86506 2.32763 -0.98532 -0.02 0.04 0.03
H 5.39159 1.85713 1.21500 0.06 -0.01 -0.07
H -4.99148 0.25830 -1.87677 -0.04 0.13 -0.02
H -4.81246 -2.17353 -1.64378 0.05 -0.03 -0.07
H -2.11586 -1.69081 0.85515 0.01 -0.16 0.02
H 6.65566 1.37798 0.08262 -0.07 0.06 0.08
H -7.86178 -2.14547 -1.54767 -0.09 -0.02 -0.05
H -5.87362 -1.75601 -2.99384 0.08 -0.02 -0.01
H 6.95309 -1.19163 -0.46923 -0.09 -0.11 0.05
H -5.78360 -2.95576 0.53550 0.00 -0.10 0.05
H -6.84444 -3.58800 -1.61623 -0.08 -0.01 -0.04
H -7.53586 -3.09732 0.72799 0.06 -0.05 0.05
H 6.27839 -0.44165 1.73825 0.01 -0.03 0.05
H 5.39945 -1.56735 -2.30543 -0.04 -0.06 -0.02
H 1.26546 3.71044 -0.74710 0.03 0.05 -0.03
H 3.37953 1.53851 1.48364 0.02 0.13 0.03
H -5.77098 1.21530 1.70634 -0.07 -0.02 0.03
H 0.57352 4.21292 0.80439 -0.01 0.08 0.04
H 4.15058 -3.90251 0.90408 0.07 0.03 -0.03
H -6.75484 0.17886 -1.72694 -0.03 0.10 -0.01
H -6.65915 -1.06143 1.83983 -0.03 0.12 0.04
H -6.79401 1.64487 0.32946 -0.05 -0.06 0.03
H 2.80802 3.09514 0.83790 0.04 -0.01 0.01
H 4.56724 0.78131 -2.70198 0.18 -0.01 0.08
H 4.01195 -1.14630 -1.29107 -0.04 -0.01 -0.08
H -4.66954 3.05657 0.60243 0.01 0.00 -0.06
```
Forces are in eV/Å.

Results
Highest occupied orbital energy in Ha: -0.306
LUMO energy in eV: 0.04
SMILES: Cc1c(CC(=O)N2CCC(C(N)=O)CC2)c(=O)oc2cc3c(cc12)CCC1(CCCCC1)O3
Frontier orbital gap in eV: 8.36
Molecular weight in u: 452.55
Maximum force in hartree/bohr: 0.0197

---

Record 3
Density functional theory data (wB97M-V/def2-TZVPD) for a single C26H32N4O3S molecule.

Geometry as XYZ:
```
66
Properties=species:S:1:pos:R:3:forces:R:3
S 1.28484 -0.00953 2.81589 0.64 0.04 0.40
O -1.33471 3.03772 -0.05930 0.19 -0.17 0.61
O 1.53991 2.07924 -5.28508 -0.04 0.12 -0.19
O -4.10141 -0.23462 -0.73840 -0.16 -0.14 0.20
N 0.42529 -4.46185 2.63345 -0.13 -0.07 0.09
N -3.00025 0.68452 -2.47771 -0.41 0.09 -0.06
N -0.81241 1.11332 1.63657 -0.49 -0.40 -0.49
N -0.50181 -1.13224 1.24378 -0.13 0.31 -0.06
C 3.82253 2.24956 -5.90360 -0.37 -0.11 0.23
C -0.27980 5.06772 2.84354 0.03 0.02 0.04
C -1.73088 -0.41447 -0.77910 0.33 -0.17 -0.09
C -1.93187 1.75182 -4.36302 0.07 -0.03 0.04
C -0.74172 4.76970 1.56886 -0.07 0.04 -0.20
C 2.17450 -5.59257 3.82942 -0.04 -0.02 -0.06
C 0.55112 0.97404 -3.35669 0.11 0.15 -0.25
C 0.91974 -6.45880 3.72412 -0.10 0.09 0.07
C -1.86858 1.02217 -3.17257 0.78 -0.06 -0.04
C -0.17077 -5.41031 3.55932 -0.09 -0.18 -0.05
C -0.59550 -0.10764 -1.44465 -0.46 -0.15 0.31
C -0.58274 2.41662 2.08314 0.04 0.43 0.07
C -1.65248 4.02245 -1.01012 -0.08 0.19 -0.23
C 1.85409 -4.38032 2.94278 0.33 0.10 -0.20
C -0.07385 -0.00508 1.86797 0.14 0.00 0.01
C -3.03885 -0.00713 -1.29070 0.01 0.14 -0.22
C -0.24740 -3.18650 2.58820 0.00 0.11 -0.27
C 0.23598 -2.36683 1.38575 0.17 -0.44 0.30
C -0.61767 0.63027 -2.66583 -0.50 0.28 -0.41
C 2.84408 1.71671 -4.86943 0.36 -0.04 0.02
C -1.75498 -1.17469 0.52546 -0.33 0.08 -0.07
C -0.77852 2.08084 -5.02917 0.17 -0.07 0.11
C -0.89321 3.45141 1.17880 0.06 -0.27 0.00
C 0.01891 4.05502 3.73225 -0.02 0.10 -0.02
C -0.13980 2.73104 3.35728 -0.11 0.01 -0.04
C 0.47999 1.69484 -4.53379 -0.21 -0.10 0.18
H -0.16006 6.10100 3.13198 0.01 0.09 0.02
H 0.76700 -7.09368 4.59458 -0.01 -0.06 0.00
H 2.32176 -5.27563 4.86244 0.03 -0.01 0.00
H -2.89247 2.05369 -4.75390 -0.10 0.04 -0.07
H -1.99097 -2.22212 0.31830 -0.04 0.09 0.10
H 1.49541 0.66230 -2.94008 0.14 -0.01 0.02
H -1.09294 -5.81218 3.13323 -0.03 0.01 0.10
H 3.73572 3.33014 -5.97500 0.04 0.10 -0.01
H -2.57955 -0.78421 1.13649 0.12 -0.09 -0.08
H 0.37143 4.28813 4.72482 0.03 0.02 0.09
H 2.41503 -4.41372 2.00381 0.11 0.10 0.12
H 0.08543 1.93853 4.05017 -0.03 -0.02 0.00
H 0.96444 -7.08182 2.83104 -0.04 -0.06 -0.01
H 2.92441 0.62332 -4.79827 -0.05 0.11 0.06
H -1.32081 -3.37472 2.48763 -0.01 0.05 0.01
H 4.83796 1.99083 -5.61824 0.11 -0.02 0.01
H -1.40815 1.10050 0.81767 0.08 -0.03 0.12
H -0.78791 4.65420 -1.23617 -0.03 -0.02 0.02
H -0.08700 -2.59171 3.50546 -0.04 -0.05 -0.08
H -0.80859 2.64268 -5.94876 -0.02 0.07 -0.12
H 3.07078 -6.11638 3.50288 0.06 0.01 0.05
H 3.60420 1.81957 -6.87719 0.03 -0.04 -0.10
H -3.89888 0.97160 -2.84803 0.10 -0.10 0.16
H 3.05810 2.15077 -3.88316 -0.07 -0.09 -0.06
H -0.40706 -4.94816 4.53348 -0.01 -0.01 0.00
H -1.94260 3.48253 -1.91056 0.01 0.08 0.03
H 0.36412 -0.40859 -1.04705 0.10 -0.03 0.14
H -0.97297 5.57574 0.89056 -0.03 0.03 -0.09
H 1.29061 -2.11867 1.52043 -0.13 -0.08 -0.12
H -2.48528 4.64892 -0.67514 0.04 -0.01 -0.01
H 0.12498 -2.95725 0.47384 -0.06 0.02 -0.01
H 2.10204 -3.44205 3.45530 -0.01 0.02 -0.04
```
Forces are in eV/Å.

Results
Highest occupied orbital energy in Ha: -0.285
LUMO energy in eV: -0.02
SMILES: CCOc1ccc2[nH]c(=O)c(CN(CCN3CCCC3)C(=S)Nc3ccccc3OC)cc2c1
Frontier orbital gap in eV: 7.74
Molecular weight in u: 480.63
Maximum force in hartree/bohr: 0.0156